No. 1
C16H36F3Li2N2O3 | ωB97M-V/def2-TZVPD

```
! wB97M-V def2-TZVPD RIJCOSX def2/J DEFGRID3
* xyz 1 1
F -8.1691 -5.1062 1.1177
F -8.8056 -3.7353 -0.4319
F -7.2552 -5.1861 -0.8473
O -6.9715 -2.6346 1.4993
O -0.2268 -0.8529 -0.8511
O -5.6603 -3.3163 -0.1838
N 2.4765 -1.6593 1.6135
N 1.1101 3.8398 -1.4762
C -4.7513 -2.2540 0.0866
C 2.4613 -0.3905 2.3669
C 1.3111 4.2979 -2.8516
C 0.1613 2.7632 -1.3408
C -1.2470 3.1156 -1.7943
C 1.9280 -2.7759 2.4219
C 4.4231 -1.0396 0.1519
C 1.1781 5.8038 -2.9813
C 2.3912 3.4730 -0.8552
C 1.4920 -3.9849 1.5945
C -7.7567 -4.3683 0.0855
C -3.4876 -2.4560 -0.7038
C -6.7424 -3.3341 0.5693
C 2.3480 3.5148 0.6698
C 1.0754 0.1658 2.6205
C 3.8396 -2.0147 1.1627
Li 1.2504 -1.7124 -0.0923
Li 0.4777 -1.3649 -2.4450
H 3.0236 0.3541 1.7984
H 1.2430 -3.8008 0.5376
H 0.5875 3.8197 -3.5138
H 0.4160 -0.5331 3.1430
H 0.6085 -4.4636 2.0200
H 2.2565 -4.7637 1.5809
H 1.1038 -2.4038 3.0210
H 2.6947 -3.1212 3.1291
H 0.1337 2.4591 -0.2918
H 5.3423 -1.4377 -0.2733
H 1.2654 6.0891 -4.0327
H 3.0752 -0.4990 3.2809
H 2.0071 4.5007 1.0108
H -1.2716 3.4381 -2.8313
H 4.4938 -2.0944 2.0432
H -3.6212 -2.4548 -1.7831
H -1.9268 2.2633 -1.7269
H 2.2939 3.9959 -3.2345
H 3.1485 4.1908 -1.1632
H 3.3425 3.4050 1.1064
H 0.5292 1.8484 -1.8694
H 4.6152 -0.0368 0.5244
H -4.4853 -2.2001 1.1490
H -2.9538 -3.3351 -0.3425
H -2.8131 -1.6250 -0.4745
H 3.7787 -2.9927 0.6838
H -0.8415 -0.2527 -0.4333
H 0.2132 6.1492 -2.6137
H 0.5782 0.3385 1.6601
H -1.6413 3.9138 -1.1656
H 1.9661 6.3155 -2.4274
H 2.6809 2.4481 -1.1673
H 1.1382 1.0680 3.2189
H -5.2104 -1.2784 -0.0974
H 1.6558 2.7996 1.1202
H 3.7229 -0.8922 -0.6914
*
```

The LUMO energy is -0.1697 hartree.

No. 2
C16H36MnN8O | ωB97M-V/def2-TZVPD

```
! wB97M-V def2-TZVPD RIJCOSX def2/J DEFGRID3
* xyz 0 2
Mn -0.7386 0.9751 -0.3171
O -1.9566 2.2694 -0.1485
N 3.6395 0.1985 -1.0586
N -0.1608 2.3238 -1.8688
N -2.8145 0.8025 2.6518
N 2.0017 0.0909 -2.6115
N -1.3168 -0.1471 4.0194
N -0.5961 0.6340 1.8181
N -1.5362 -0.9722 -0.0812
N 1.3652 0.4150 -0.3367
C 4.3761 0.8679 0.0088
C 4.3322 0.1862 -2.3308
C -1.9150 -1.8424 -2.3552
C -1.5063 0.4523 2.7501
C -3.5868 1.0432 1.4284
C -0.3993 -0.2460 -3.7266
C -3.5676 0.2880 3.7798
C 0.6740 -0.0314 2.0159
C -0.1109 -0.1609 4.8308
C 0.8964 -0.3571 -3.4110
C -1.7677 -0.5539 -3.1572
C 3.2629 -0.2529 -3.2971
C 1.7727 0.3894 1.0663
C 2.2577 0.2274 -1.2356
C -1.1391 -1.9744 -1.0733
C -2.5094 0.0738 4.8288
H 0.6214 -0.8868 4.4897
H -2.1900 0.2980 -2.6082
H 1.0390 -2.6537 -3.4919
H 1.3772 -0.2537 -4.3877
H -1.1745 -1.2865 0.8105
H -4.3366 1.0006 4.0752
H -2.9783 -1.9996 -2.1503
H -2.6982 -0.7854 5.4735
H 3.3250 0.2940 -4.2371
H -2.3860 0.9635 5.4614
H 5.1941 -0.4810 -2.3095
H -2.5453 -0.8785 -0.0234
H 1.1837 -3.1679 -2.9415
H 3.2982 -1.3241 -3.5038
H 5.4036 0.9799 -0.3329
H -2.7405 1.8744 0.5138
H -4.0636 -0.6519 3.5026
H 0.8085 2.5328 -2.0548
H -0.7793 3.1188 -1.7814
H -0.4788 1.5924 -2.4868
H -3.8554 0.0566 0.9993
H 4.3988 0.2991 0.9320
H 2.1536 1.3697 1.3632
H -0.5052 -0.0143 -4.7814
H 4.6872 1.1938 -2.5825
H -1.6118 -2.6778 -2.9955
H 2.5629 -0.3489 1.2276
H -0.0632 -1.8799 -1.2509
H 0.5592 -1.1264 1.9002
H 3.9823 1.8654 0.2134
H -4.5294 1.4880 1.7601
H -0.4095 -0.4628 5.8341
H -2.3961 -0.6980 -4.0381
H 0.3616 0.8251 4.9122
H -1.2857 -2.9953 -0.6961
H 1.1148 0.1211 2.9959
*
```

The LUMO energy (alpha / beta) is 0.0136 / 0.0135 hartree. As for the expectation value of S²: 0.782.

No. 3
C16H36NbO10S2 | ωB97M-V/def2-TZVPD

```
! wB97M-V def2-TZVPD RIJCOSX def2/J DEFGRID3
* xyz -1 1
Nb 0.0773 1.0705 -1.1868
S 2.3249 -3.9384 -1.3771
S -5.7955 0.2077 -1.0220
O 3.0061 -5.3714 -1.6507
O -5.0408 1.2439 -1.6131
O -1.8429 3.4478 -0.3914
O -0.9019 -2.4915 1.2999
O 3.2801 -2.9186 -1.5957
O -7.2037 0.3121 -0.8676
O 2.1506 -4.1197 0.2017
O -5.1301 -0.1626 0.3809
O 1.0548 -3.9411 -1.9957
O -5.4749 -1.1730 -1.7580
C 3.4542 -5.9380 -0.4163
C 2.1583 0.4851 -1.8920
C -4.8930 -1.5746 0.4604
C -2.8127 3.8333 1.8352
C 4.7555 1.6883 0.8260
C 4.7947 3.1657 0.4341
C -1.4002 4.0821 2.3424
C -0.6653 -1.0465 -0.7035
C -1.0109 -1.1936 0.7720
C 2.4341 -5.4606 0.5981
C -2.8995 4.0303 0.3232
C -1.8558 2.0151 -0.3744
C 3.7463 0.8179 0.0427
C 0.0972 -1.4095 1.6925
C -4.5751 -1.9693 -0.9657
C 3.3130 1.3370 -1.3173
H -1.9670 1.6586 0.6533
H -1.8156 -0.5688 1.1405
H 2.3554 -0.5634 -1.6832
H -4.0710 -1.7680 1.1443
H 1.5118 -6.0430 0.5489
H -0.6997 3.3869 1.8935
H 4.1761 1.2251 -1.9831
H 3.4887 -7.0202 -0.5064
H -3.0893 2.8059 2.0625
H -1.0745 5.0871 2.0847
H 3.7926 3.5647 0.3236
H 0.1406 -1.7651 -0.8349
H -4.7538 -3.0221 -1.1635
H -1.3713 3.9683 3.4231
H 3.0104 2.3759 -1.3036
H 0.6709 1.2337 0.5680
H -3.5141 4.5284 2.2925
H 0.5992 2.7843 -1.6242
H 5.7584 1.2745 0.7274
H 2.8149 -5.4634 1.6157
H -2.8336 5.1029 0.1271
H 2.8876 0.6109 0.6756
H 4.4962 1.6361 1.8817
H 5.3107 3.7301 1.2063
H 1.0528 -1.6866 1.2766
H -0.0132 -1.4718 2.7617
H -2.6856 1.6555 -0.9861
H 5.3357 3.2941 -0.4976
H 4.4524 -5.5539 -0.1941
H -3.8739 3.6996 -0.0531
H -5.8021 -2.0611 0.8219
H -1.5598 -1.3486 -1.2481
H -3.5509 -1.7119 -1.2359
H 2.0991 0.6753 -2.9642
H 4.2244 -0.1452 -0.1402
H -0.6475 0.8672 -2.8920
*
```

The LUMO energy is 0.0748 hartree.

No. 4
C16H37Br3Cl2CsFKNaO11P2S3 | ωB97M-V/def2-TZVPD

```
! wB97M-V def2-TZVPD RIJCOSX def2/J DEFGRID3
* xyz 0 1
Cs -2.8187 2.8732 -0.1438
Br 3.3222 -1.8458 2.0126
Br 4.1463 -0.9718 -0.9639
Br 6.1127 -2.7821 0.7758
K 3.8632 10.0103 -2.4844
Cl -7.5818 0.6378 -1.7946
Cl -8.2131 2.7777 0.0629
S -0.8033 2.7247 1.6204
S 4.7522 2.2408 2.5050
S -4.8360 -2.5154 3.9675
P 4.2501 3.8623 1.2617
P 2.1478 7.3638 -0.7382
Na -0.5541 -1.2807 -0.6096
F -1.2742 5.0974 0.3489
O -3.8498 -2.6802 2.9429
O -0.3350 -5.8618 -2.2008
O 1.2870 6.5401 -1.7063
O 1.2311 8.1056 0.2382
O 2.9993 8.3824 -1.5349
O 1.3340 -3.4573 -2.6143
O 3.7888 1.0605 -4.1697
O -4.1146 -2.5525 5.3855
O 2.9616 2.6532 -2.8266
O -5.7458 -1.4135 3.9376
O 3.0639 6.3972 0.0451
C 0.5303 2.3040 0.3857
C 1.8651 2.6144 1.0937
C 2.7978 1.6487 -3.4483
C -3.0128 -1.6451 5.6012
C 2.9195 3.2632 0.1639
C 2.0147 -0.4819 -4.1336
C 1.5212 -4.7129 -3.2586
C 1.5124 0.8587 -3.5965
C 3.2698 -0.0708 -4.8895
C -8.5377 1.1088 -0.3922
C -1.4046 -5.0406 -1.7722
C -3.4743 -0.2248 5.8614
C 1.6827 -3.4816 -1.2436
C -5.7500 -4.0095 4.1460
C 4.7711 -1.4025 0.8119
C 0.2171 -5.4563 -3.4436
H -1.1441 -3.9790 -1.8256
H -6.3594 -3.9406 5.0427
H 0.4140 -6.3658 -4.0189
H 3.3072 2.5657 -0.5730
H -9.5882 1.0103 -0.6363
H 0.8629 1.3660 -4.3110
H 2.2583 1.6621 1.4382
H -0.4246 3.9431 2.0463
H -2.2955 -5.2240 -2.3814
H 1.3228 -2.5432 -0.7981
H 3.6601 4.8358 2.0773
H -2.6282 0.3998 6.1473
H 2.2357 -5.3272 -2.7042
H -6.3828 -4.1067 3.2671
H 0.3704 2.8686 -0.5411
H 5.3634 4.3737 0.5898
H -8.2828 0.4626 0.4391
H 1.7310 3.2519 1.9593
H 3.7732 2.2802 3.4252
H -0.4969 -4.8479 -4.0062
H -2.3225 -1.6891 4.7572
H 2.2799 -1.1366 -3.3023
H -4.2184 -0.2034 6.6573
H 2.7668 -3.5276 -1.1248
H -1.6276 -5.2962 -0.7378
H -3.9325 0.2104 4.9746
H 5.2380 -0.5108 1.2034
H 3.0566 0.2389 -5.9150
H 0.4650 1.2295 0.2618
H -2.4837 -2.0271 6.4720
H 1.9487 -4.5045 -4.2442
H 2.5431 4.1475 -0.3649
H 1.2187 -4.3208 -0.7182
H 4.0223 -0.8563 -4.9102
H -5.0543 -4.8412 4.2074
H 1.2934 -1.0108 -4.7530
H 1.0066 0.7538 -2.6377
*
```

The LUMO energy is -0.0718 hartree.

no.,E (eV)
1,-34857.2204
2,-62457.4937
3,-60862.1001
4,-349969.3886